1.
Molecular formula: C22H30FN2O2
Method: DFT, wB97M-V/def2-TZVPD

SMILES string: CCN1CCC[C@H]1C[NH2+]Cc1cccc(OC)c1OCc1ccc(F)cc1
Orbital gap (eV): 9.46
Lowest unoccupied orbital energy (eV): -1.96
Spin multiplicity: 1
Net charge: +1
Energy relative to the best compared isomer or geometry (same formula, charge and spin) (kJ/mol): 28.0

Element x y z (Å)
F 0.70 4.86 -1.33
O 3.60 -1.87 1.34
O 1.18 -0.68 1.33
N -3.58 -0.27 0.36
N -1.15 -0.64 0.09
C -4.09 -1.98 -1.22
C 4.83 -2.56 1.43
C 0.13 3.51 0.51
C 2.98 -1.79 0.14
C 3.47 -2.30 -1.05
C -0.31 -0.27 -1.06
C 2.15 3.10 -0.76
C -4.32 0.33 -0.76
C -1.82 -1.95 0.03
C 0.99 3.83 -0.53
C -5.44 -0.37 2.08
C 2.44 2.03 0.06
C 2.75 -2.17 -2.22
C 0.43 2.43 1.32
C -3.37 -1.70 0.10
C 1.73 -1.14 0.14
C 1.84 0.45 1.92
C 1.01 -1.01 -1.05
C -4.09 -0.63 -1.92
C 1.52 -1.54 -2.22
C 1.58 1.69 1.10
C -4.04 0.10 1.70
H -3.13 -0.43 -2.40
H -5.11 -2.29 -1.02
H 2.91 0.25 2.01
H 2.80 3.39 -1.57
H 4.43 -2.80 -1.08
H -2.07 -0.02 0.23
H -1.50 -2.58 0.85
H -0.23 2.18 2.13
H -3.61 -2.77 -1.80
H 5.60 -2.07 0.82
H -0.12 0.81 -1.00
H -5.53 -1.45 2.00
H -4.87 -0.55 -2.68
H 1.41 0.53 2.92
H 5.11 -2.51 2.48
H -6.20 0.09 1.46
H -3.96 1.34 -0.95
H -1.56 -2.46 -0.90
H 3.33 1.46 -0.11
H 4.73 -3.60 1.12
H -0.50 -0.58 0.90
H 3.15 -2.57 -3.14
H -5.64 -0.09 3.11
H -3.78 -2.31 0.90
H -0.75 4.11 0.67
H -3.31 -0.30 2.41
H -5.39 0.38 -0.54
H -4.00 1.19 1.76
H -0.84 -0.48 -1.99
H 0.96 -1.44 -3.14

Atom charges from the Löwdin analysis, given in e for atoms 1 to 2: 0.08, -0.08

=====

2.
Molecular formula: C22H30MgO2Si
Method: DFT, wB97M-V/def2-TZVPD

Orbital gap (spin up / spin down) (eV): 3.57 / 3.33
Lowest unoccupied orbital energy (spin up / spin down) (eV): 0.22 / 0.37
Spin multiplicity: 1
Energy relative to the best compared isomer or geometry (same formula, charge and spin) (kJ/mol): 0.0

Element x y z (Å)
Si -1.25 -1.22 -1.87
Mg 1.62 1.59 1.46
O 2.62 2.32 -0.10
O 0.52 3.25 1.22
C 1.19 0.70 3.52
C 3.37 1.11 2.86
C -1.18 -5.34 -1.58
C -3.95 -0.69 -2.33
C 1.59 -0.36 2.64
C 2.11 3.58 -0.64
C 0.18 -5.63 -1.41
C -0.30 0.20 -0.91
C 2.94 -0.10 2.23
C -3.50 -1.49 -0.09
C -5.78 -1.00 -0.77
C 4.03 2.12 -0.23
C 1.14 -4.61 -1.45
C 0.70 4.20 2.31
C -1.58 -4.01 -1.75
C -4.87 -1.42 0.21
C -5.32 -0.64 -2.04
C -0.64 -2.96 -1.72
C 2.28 1.61 3.65
C 0.73 -3.28 -1.64
C -3.03 -1.12 -1.36
C 0.68 3.80 -0.14
H -0.93 0.86 -1.54
H 0.50 -6.66 -1.24
H 0.32 3.72 3.22
H -2.81 -1.86 0.68
H 1.77 4.43 2.44
H 0.24 -0.82 -1.13
H 2.14 3.51 -1.74
H -0.03 3.26 -0.77
H 1.02 -1.26 2.42
H -6.02 -0.32 -2.81
H -3.59 -0.43 -3.33
H -0.64 0.22 0.14
H 0.14 5.12 2.11
H 0.25 0.74 4.07
H -6.84 -0.93 -0.53
H 4.24 1.07 -0.02
H 2.76 4.40 -0.30
H -2.64 -3.78 -1.90
H 4.37 1.54 2.81
H -1.92 -6.14 -1.58
H 0.66 0.75 -1.01
H 2.20 -4.84 -1.35
H 1.49 -2.49 -1.72
H -5.23 -1.71 1.20
H 2.32 2.47 4.31
H 0.45 4.87 -0.13
H 4.35 2.39 -1.25
H -1.00 -0.69 -3.24
H 4.57 2.74 0.50
H 3.56 -0.77 1.64

Atom charges from the Löwdin analysis, given in e for atoms 1 to 2: 0.62, 0.58

=====

3.
Molecular formula: C22H30N2O2
Method: DFT, wB97M-V/def2-TZVPD

SMILES string: OCC[C@@H]1CN(Cc2ccccc2O)CCN1CCCc1ccccc1
Orbital gap (eV): 8.93
Lowest unoccupied orbital energy (eV): 0.75
Spin multiplicity: 1
Energy relative to the best compared isomer or geometry (same formula, charge and spin) (kJ/mol): 147.4

Element x y z (Å)
O -2.85 -3.27 0.56
O -3.30 -0.88 -1.15
N 1.49 -1.13 -0.48
N -0.88 0.32 -1.07
C 2.51 -2.14 -0.29
C -1.70 1.52 -1.15
C -5.42 1.15 0.98
C 3.40 -1.85 0.92
C -1.69 -2.69 1.11
C -2.99 1.38 -0.38
C 0.32 -1.25 0.39
C 2.23 2.42 1.43
C 2.28 3.09 0.22
C -0.42 0.09 0.30
C -0.61 -2.44 0.05
C 3.59 0.65 0.51
C -3.73 0.19 -0.44
C 1.11 -0.89 -1.85
C 3.64 1.33 -0.69
C -3.49 2.43 0.38
C 2.89 1.21 1.57
C -4.94 0.08 0.24
C 0.28 0.39 -1.95
C 4.33 -0.65 0.69
C -4.69 2.32 1.05
C 2.98 2.54 -0.84
H -5.05 3.15 1.64
H 3.13 -2.16 -1.19
H -3.22 -2.64 -0.07
H -0.01 -3.34 -0.07
H -1.94 1.68 -2.21
H 0.68 -1.37 1.41
H 0.56 -1.73 -2.30
H -1.11 -2.25 -0.90
H -1.95 -1.75 1.63
H 4.99 -0.56 1.56
H 2.02 -0.74 -2.43
H 3.03 3.07 -1.79
H -2.37 -0.68 -1.42
H 0.27 0.89 0.61
H -5.49 -0.84 0.18
H 1.77 4.04 0.10
H -0.07 0.52 -2.98
H -2.92 3.34 0.43
H 4.19 0.92 -1.52
H 0.91 1.25 -1.68
H -1.16 2.40 -0.79
H 2.86 0.70 2.52
H 4.01 -2.73 1.12
H 4.95 -0.84 -0.18
H 2.78 -1.67 1.79
H 1.69 2.84 2.26
H -6.35 1.05 1.51
H -1.28 0.10 0.96
H -1.33 -3.40 1.87
H 2.08 -3.15 -0.18

Atom charges from the Löwdin analysis, given in e for atoms 1 to 2: -0.07, 0.03

=====

4.
Molecular formula: C22H30N2O4
Method: DFT, wB97M-V/def2-TZVPD

Orbital gap (eV): 9.13
Lowest unoccupied orbital energy (eV): 0.24
Spin multiplicity: 1
Energy relative to the best compared isomer or geometry (same formula, charge and spin) (kJ/mol): 1865.6

Element x y z (Å)
O 6.64 -3.02 -1.65
O -2.00 -1.63 0.41
O 1.40 1.98 1.92
O 5.34 -3.44 -3.67
N 0.74 0.44 0.34
N -1.74 0.17 1.72
C 4.45 -1.34 -0.83
C 2.63 -0.18 -0.99
C 2.44 -0.73 -2.44
C 0.28 0.38 2.88
C -5.13 2.63 -0.23
C -2.62 2.58 -1.06
C 3.64 -0.56 -0.25
C -3.88 1.33 1.65
C -1.67 -1.18 1.48
C 3.49 -1.74 -2.78
C 0.95 1.04 1.61
C 1.55 0.92 -0.77
C 4.49 -2.03 -1.91
C 0.27 -1.21 2.90
C -5.13 1.60 0.80
C 6.48 -4.18 -3.87
C -2.22 2.06 0.26
C -1.02 -2.19 2.58
C -4.10 2.42 -1.47
C -2.84 0.83 0.92
C 5.66 -2.81 -2.35
C -1.30 0.58 2.78
H -5.86 3.33 -0.58
H 6.42 -5.14 -3.26
H 1.80 1.97 -0.49
H -4.39 0.33 2.01
H 0.44 0.72 3.84
H 0.61 -1.61 4.02
H -1.81 0.28 3.78
H -5.61 0.93 0.08
H -2.39 3.69 -1.36
H -1.62 -1.93 3.29
H 5.40 -1.50 0.10
H -2.92 0.21 0.00
H 3.54 -2.10 -3.76
H -2.56 3.13 0.90
H 0.24 -0.38 0.34
H -6.07 1.73 1.38
H -1.15 1.97 0.40
H -0.63 -2.87 2.04
H -3.84 1.98 2.26
H -2.09 1.94 -1.96
H 7.34 -3.78 -3.72
H 0.78 1.13 -1.39
H 1.11 -1.48 2.03
H 1.65 -0.59 -3.16
H -1.44 1.72 2.81
H 6.10 -4.50 -4.88
H -4.48 1.45 -1.71
H 3.55 -0.03 0.64
H -4.32 3.05 -2.04
H -4.58 3.61 0.37

Atom charges from the Löwdin analysis, given in e for atoms 1 to 2: 0.12, 0.06